Entry 1:
ORCA calculation (wB97M-V/def2-TZVPD) on C31H44MgN4PS as an isolated structure.

Geometry as XYZ:
```
82
Properties=species:S:1:pos:R:3
H 0.013 -2.238 0.516
C 1.291 -0.782 3.919
C -1.432 0.701 -4.542
H -2.674 0.571 2.203
H 1.001 4.000 2.638
C -3.274 -2.199 1.597
H -1.198 0.329 -5.526
H -0.382 1.786 -0.095
H 3.986 -4.214 -1.748
C -1.874 1.553 -2.028
C 0.448 -2.179 -5.837
C 0.131 4.254 2.032
H 1.928 2.092 -0.515
C -0.764 -2.048 1.275
P 0.636 0.336 1.404
C -1.643 -2.565 -4.701
H -3.969 -3.000 1.843
H -0.260 5.615 0.401
C -2.049 -2.779 0.872
C -0.808 0.114 -3.432
C 2.496 0.706 5.588
N 3.245 -3.932 -2.366
H 3.073 0.621 6.509
N 1.613 -2.496 -2.974
S 3.021 -1.888 -0.748
H -0.937 2.474 2.603
C 0.204 2.039 0.791
H 0.688 -0.400 5.965
C 1.613 -0.533 5.402
C -2.013 -0.235 2.529
C -2.576 2.151 -3.060
H 0.281 3.910 -1.077
C -1.014 -0.539 1.399
N -0.984 0.576 -2.187
H -1.508 0.106 3.433
H -0.399 -2.446 2.223
H -1.545 3.270 1.157
H -0.502 4.904 2.638
H 3.145 0.902 2.248
H 3.969 -0.067 4.229
H -2.300 -2.149 3.513
H 2.470 2.300 3.105
C 1.210 0.549 3.169
C 0.572 5.018 0.778
H 1.917 4.527 -0.853
H -2.275 -2.405 -3.839
Mg 1.043 -0.438 -1.014
C 1.464 2.729 0.257
H -1.452 -0.220 0.441
H 0.492 1.197 3.687
C 2.570 -2.799 -2.125
H -2.817 2.199 -5.205
H -3.301 2.918 -2.844
C -0.391 -1.958 -4.754
C 2.598 1.217 3.144
H 1.416 -1.705 -5.861
H 2.066 -1.400 3.458
C -2.059 -3.375 -5.739
H 0.346 -1.325 3.855
C -0.632 2.978 1.683
C -0.006 -1.080 -3.632
C -1.237 -3.563 -6.838
H 4.157 1.648 4.573
H 2.202 2.889 1.042
H 0.658 -3.135 -7.735
N 0.926 -1.383 -2.789
C 1.069 4.077 -0.335
C -2.857 -1.468 2.869
H -1.573 -4.181 -7.656
H 1.369 5.711 1.055
H -2.064 1.874 -1.014
C -2.321 1.739 -4.362
H -3.801 -1.499 0.946
C 3.422 0.863 4.388
H -1.934 -3.835 1.118
H -3.741 -1.151 3.421
H 1.874 1.600 5.673
C 0.014 -2.972 -6.884
H 3.025 -4.480 -3.181
H 2.114 -1.413 5.807
H -3.020 -3.862 -5.687
H -2.190 -2.707 -0.211
```

The LUMO energy is -3.24 eV. The net charge is +1. As for the HOMO energy: -10.6 eV. As for the frontier orbital gap: 7.4 eV. As for the calculated total energy: -2366.2103 Ha.

Mulliken population analysis, charges in e, atoms 1 to 2: 0.05, -0.70


Entry 2:
ORCA calculation (wB97M-V/def2-TZVPD) on C31H45Cl2N2OPPt as an isolated structure.

Geometry as XYZ:
```
83
Properties=species:S:1:pos:R:3
C 1.472 0.234 6.688
C 0.525 -0.941 4.756
H 2.076 -2.226 -0.066
H -3.478 -1.169 -5.852
H -1.506 5.147 -2.678
H -0.181 -1.828 2.848
H -0.180 3.752 -3.732
H 0.347 5.350 -0.277
H -1.612 -2.153 -0.521
H -1.950 5.177 -0.975
C 2.437 -4.343 -0.103
H 1.185 -1.000 8.281
H 3.526 -4.228 -0.008
C 0.241 -0.988 3.400
H 0.661 -1.957 -3.977
C -1.848 -1.306 -3.570
H 2.963 -2.882 -4.028
C 1.832 -5.605 -0.194
H 0.251 -1.857 5.291
H -5.030 -1.175 -5.004
C -0.078 3.000 -2.896
H -2.335 0.377 -2.413
C 1.293 0.493 -5.315
O 2.067 1.170 7.230
C 1.379 1.315 4.452
C 0.188 5.418 -1.358
H -4.474 1.004 -3.960
Pt 0.289 -0.612 0.771
C 0.427 -5.736 -0.334
H 3.615 -1.354 -3.475
H 2.466 -6.505 -0.160
N 1.089 -0.938 7.278
H 1.093 1.566 -5.469
C -1.146 3.284 -1.748
C 0.227 -3.334 -0.249
H 0.172 6.483 -1.616
H 3.382 0.802 -5.487
C 1.135 1.216 3.059
C 1.287 3.231 -2.115
C 1.117 0.211 5.262
C 3.005 -1.349 -5.578
P -0.166 1.151 -3.320
H 1.276 2.732 -1.115
C 1.632 -3.219 -0.135
H 2.333 5.107 -1.646
C -2.427 1.078 -4.517
C 2.642 0.111 -5.905
C -1.797 0.237 -3.381
H 4.030 -1.554 -5.908
H 0.405 -1.530 6.845
H 1.375 5.067 -3.122
H -0.032 -6.723 -0.387
C -3.303 -1.738 -3.810
H -3.332 -2.801 -4.088
H 1.386 1.930 2.289
H 1.406 -1.518 -2.432
H -2.424 2.140 -4.217
H 2.223 0.577 -3.316
C 2.828 -1.793 -4.104
H 2.602 0.290 -6.984
Cl -1.871 0.287 0.713
H -0.843 2.796 -0.791
H -1.445 -1.761 -2.648
H -4.199 1.140 -5.691
H -3.854 -1.663 -2.864
C -0.379 -4.606 -0.402
H 2.336 -1.976 -6.181
H 1.790 2.241 4.851
H -1.225 -1.633 -4.417
H 2.153 2.818 -2.657
C -1.191 4.810 -1.678
C -3.974 -0.897 -4.914
H -2.151 2.893 -1.977
C -3.859 0.629 -4.784
N 0.572 0.054 2.618
C 1.317 0.154 -3.810
C 1.469 -1.367 -3.522
H -1.796 0.985 -5.417
C -0.536 -2.121 -0.216
C 1.384 4.755 -2.068
Cl 2.445 0.065 0.168
H 0.481 -0.080 -5.790
H -1.457 -4.638 -0.542
```

The LUMO energy (alpha / beta) is -0.02 / -1.62 eV. The net charge is 0. As for the multiplicity: 5. As for the HOMO energy (alpha / beta): -5.0 / -7.2 eV. As for the frontier orbital gap (alpha / beta): 5.0 / 5.6 eV. As for the calculated total energy: -2773.8565 Ha.

Mulliken population analysis, charges in e, atoms 1 to 2: 0.10, -0.70